DFT (ωB97M-V/def2-TZVPD) results for a molecular structure, CCl2FNO2.

As for the total charge: 0. The highest occupied orbital energy (spin up / spin down) comes out at -11.2 / -11.2 eV.

Each line ends with the Löwdin charge.
Positions of all 7 atoms, in Å:
Cl1 0.83065 -1.02349 -1.79065  0.211
Cl2 -1.70194 0.81755 -0.88559  0.885
F1 -1.01492 -1.29901 0.33437  0.021
O1 0.88771 1.54603 0.43887  0.109
O2 1.02270 -0.35464 1.39487  0.139
N1 0.54771 0.43515 0.66846  -0.477
C1 -0.57192 -0.12159 -0.16032  -0.888

Atoms 1-3, force components in eV/Å:
Cl -1.7 1.3 1.8
Cl -0.4 0.7 -0.1
F 0.4 2.2 -0.4

DFT (ωB97M-V/def2-TZVPD) results for a molecular structure, CCl4NOP.

As for the total charge: 0. The highest occupied orbital energy comes out at -9.7 eV.

Each line ends with the Löwdin charge.
Positions of all 8 atoms, in Å:
Cl1 -2.91387 1.25819 -0.31251  0.122
Cl2 -1.85016 -1.76473 -0.27605  0.198
Cl3 2.21358 -0.66601 -0.05475  0.977
Cl4 1.87962 2.04081 -0.14084  0.705
P1 -1.64931 -0.03422 0.70976  0.118
O1 1.48195 -1.98778 -0.09151  -0.665
N1 -0.18865 0.56477 0.20927  -0.319
C1 1.02684 0.58896 -0.04336  -1.134

Atoms 1-3, force components in eV/Å:
Cl 0.2 -0.3 -0.1
Cl -0.2 -0.5 -0.6
Cl 0.1 -0.6 -0.3

DFT (ωB97M-V/def2-TZVPD) results for 2 unconnected molecules or ions with the total composition CClF2N.

As for the total charge: 0. The highest occupied orbital energy (spin up / spin down) comes out at -10.1 / -10.1 eV.

Each line ends with the Löwdin charge.
Positions of all 5 atoms, in Å:
Cl1 -1.28334 0.82031 1.83019  0.638
F1 -0.79109 0.83929 -0.58702  -0.092
F2 1.61824 0.06725 -0.67247  -0.101
N1 1.49516 -1.04291 -0.06881  0.132
C1 -1.50582 0.19608 0.29466  -0.576

Atoms 1-3, force components in eV/Å:
Cl 0.5 0.7 0.8
F -0.1 0.4 0.6
F 0.4 1.3 -0.8

DFT (ωB97M-V/def2-TZVPD) results for 2 unconnected molecules or ions with the total composition CClF3OS.

As for the total charge: 0. The highest occupied orbital energy (spin up / spin down) comes out at -9.4 / -9.7 eV.

Each line ends with the Löwdin charge.
Positions of all 7 atoms, in Å:
Cl1 0.19802 -2.14141 -0.96786  0.777
S1 0.51624 1.93724 0.08643  0.944
F1 1.76863 1.24583 0.87351  -0.398
F2 -1.47453 -0.41784 -1.69844  0.009
F3 -1.45406 -0.94483 0.41102  0.048
O1 -0.37310 2.49475 1.05717  -0.480
C1 -0.71344 -0.77780 -0.64648  -0.901

Atoms 1-3, force components in eV/Å:
Cl 1.2 -1.0 -0.4
S 1.1 -1.0 -0.6
F -0.5 0.3 -0.3

DFT (ωB97M-V/def2-TZVPD) results for CClNO2S2 in the gas phase.

As for the total charge: 0. The highest occupied orbital energy (spin up / spin down) comes out at -9.2 / -9.2 eV.

Each line ends with the Löwdin charge.
Positions of all 7 atoms, in Å:
Cl1 -1.44185 0.15608 -1.60515  0.757
S1 1.65211 -0.88737 0.51257  0.859
S2 -1.04018 -0.93723 1.58242  0.801
O1 1.19373 0.19792 -0.37387  -0.601
O2 -1.86412 1.60315 0.51200  0.011
N1 0.47491 -1.36957 1.40362  -0.871
C1 -1.50166 0.60368 0.00733  -0.955

Atoms 1-3, force components in eV/Å:
Cl -0.1 -0.3 -0.7
S -2.3 0.6 0.3
S -1.1 1.6 -2.0

DFT (ωB97M-V/def2-TZVPD) results for 2 unconnected molecules or ions with the total composition CClNOS.

As for the total charge: 0. The highest occupied orbital energy (spin up / spin down) comes out at -10.3 / -12.3 eV.

Each line ends with the Löwdin charge.
Positions of all 5 atoms, in Å:
Cl1 1.74795 -0.53743 2.77118  0.056
S1 0.24059 -1.25234 1.30748  0.616
O1 0.75159 -2.38941 0.57848  -0.549
N1 -1.05109 1.77544 -1.52663  -0.007
C1 -0.69807 0.88402 -0.89867  -0.117

Atoms 1-3, force components in eV/Å:
Cl -1.3 -0.6 -1.4
S 1.0 0.8 1.0
O 0.1 0.1 0.1

DFT (ωB97M-V/def2-TZVPD) results for CClNOS in the gas phase.

As for the total charge: 0. Its SMILES is N#COSCl. The highest occupied orbital energy comes out at -10.4 eV.

Each line ends with the Löwdin charge.
Positions of all 5 atoms, in Å:
Cl1 1.56405 -2.05570 0.84766  0.201
S1 -0.19117 -1.65769 1.71205  0.524
O1 -0.88166 -0.30578 0.42732  -0.233
N1 0.70660 0.75760 -0.90630  0.175
C1 0.03787 0.23254 -0.14292  -0.667

Atoms 1-3, force components in eV/Å:
Cl -0.7 0.1 0.3
S -0.1 1.2 -1.5
O -2.3 -3.6 4.2

DFT (ωB97M-V/def2-TZVPD) results for CClNS in the gas phase.

As for the total charge: 0. Its SMILES is N#CSCl. The highest occupied orbital energy comes out at -10.3 eV.

Each line ends with the Löwdin charge.
Positions of all 4 atoms, in Å:
Cl1 -0.90216 -1.87268 -0.68440  0.108
S1 -0.21002 -0.13308 -1.25518  0.323
N1 0.70571 1.29298 1.43310  0.042
C1 0.40647 0.71277 0.50648  -0.473

Atoms 1-3, force components in eV/Å:
Cl -0.3 -0.7 0.4
S 1.5 2.4 3.0
N 0.6 1.0 1.8

DFT (ωB97M-V/def2-TZVPD) results for a molecular structure, CClNa6O7.

As for the total charge: +3. The highest occupied orbital energy comes out at -13.7 eV.

Each line ends with the Löwdin charge.
Positions of all 15 atoms, in Å:
Cl1 0.84270 0.60778 0.21972  0.689
Na1 1.07181 -2.98649 -2.04583  0.811
Na2 1.73967 4.13263 -1.19226  0.757
Na3 -2.46255 2.98328 0.06659  0.738
Na4 -1.70542 -0.55533 -1.81346  0.682
Na5 0.27099 2.79849 2.74522  0.703
Na6 4.32490 1.27675 1.61496  0.866
O1 -0.51954 0.86846 0.49055  -0.349
O2 -1.79554 -3.15239 1.03667  0.187
O3 1.39584 1.37063 -0.92754  -0.383
O4 1.74250 0.73725 1.35772  -0.373
O5 -2.83108 -1.93647 -0.19812  0.154
O6 -1.13020 -2.73775 -1.11824  -0.135
O7 0.95889 -0.82516 -0.18604  -0.314
C1 -1.90298 -2.58168 -0.04996  -1.032

Atoms 1-3, force components in eV/Å:
Cl 4.0 -6.0 -3.6
Na -0.8 -0.3 0.6
Na 0.0 -0.1 -0.3

DFT (ωB97M-V/def2-TZVPD) results for CF3IOS in the gas phase.

As for the total charge: 0. The highest occupied orbital energy (spin up / spin down) comes out at -9.2 / -8.5 eV.

Each line ends with the Löwdin charge.
Positions of all 7 atoms, in Å:
I1 -0.01982 -0.88183 -0.67153  0.749
S1 0.52875 -0.14138 -2.95133  0.376
F1 -1.16069 -0.58148 2.25947  0.101
F2 -1.10586 1.28077 0.97488  0.052
F3 0.48389 0.76547 2.39283  0.163
O1 1.71752 -0.76486 -3.61803  -0.658
C1 -0.44380 0.32332 1.61370  -0.783

Atoms 1-3, force components in eV/Å:
I 0.5 -0.3 -0.5
S 0.9 -0.5 -1.0
F -0.8 0.5 0.0

DFT (ωB97M-V/def2-TZVPD) results for 2 unconnected molecules or ions with the total composition CF3IS.

As for the total charge: 0. The highest occupied orbital energy (spin up / spin down) comes out at -9.0 / -8.8 eV.

Each line ends with the Löwdin charge.
Positions of all 6 atoms, in Å:
I1 -3.28823 -0.33095 0.20931  0.264
S1 -1.69342 1.30891 -0.33072  -0.228
F1 1.47405 -0.62607 -1.07482  0.201
F2 0.59365 -1.00289 0.83513  0.171
F3 1.87532 0.77198 0.35570  0.204
C1 1.03862 -0.12098 0.00540  -0.613

Atoms 1-3, force components in eV/Å:
I 0.4 0.3 -0.1
S 0.3 -0.6 0.1
F 0.3 -1.7 -2.2

DFT (ωB97M-V/def2-TZVPD) results for 2 unconnected molecules or ions with the total composition CF3N.

As for the total charge: 0. The highest occupied orbital energy (spin up / spin down) comes out at -9.5 / -10.5 eV.

Each line ends with the Löwdin charge.
Positions of all 5 atoms, in Å:
F1 1.53600 -0.98163 0.06502  0.056
F2 1.18505 1.05354 0.19381  0.110
F3 -1.99293 0.55392 -0.05693  -0.111
N1 -1.42266 -0.60389 0.09714  0.108
C1 0.69454 -0.02194 -0.29904  -0.163

Atoms 1-3, force components in eV/Å:
F -0.7 0.4 -0.1
F 0.0 0.7 0.5
F -0.4 0.6 -0.1

DFT (ωB97M-V/def2-TZVPD) results for 2 unconnected molecules or ions with the total composition CF3NOS.

As for the total charge: 0. The highest occupied orbital energy comes out at -10.8 eV.

Each line ends with the Löwdin charge.
Positions of all 7 atoms, in Å:
S1 -1.70298 0.08944 -0.53301  0.798
F1 1.93104 -0.18378 1.09393  0.225
F2 1.42188 0.92096 -0.69540  0.215
F3 1.13135 -1.15854 -0.53822  0.184
O1 -3.09761 0.20097 -0.12737  -0.518
N1 -0.82989 0.17631 0.71237  -0.258
C1 1.14620 -0.04534 0.08769  -0.647

Atoms 1-3, force components in eV/Å:
S -0.4 0.2 1.3
F 0.0 1.0 1.2
F 0.4 1.5 -0.4

DFT (ωB97M-V/def2-TZVPD) results for 2 unconnected molecules or ions with the total composition CF3NOS.

As for the total charge: 0. The highest occupied orbital energy (spin up / spin down) comes out at -11.4 / -10.4 eV.

Each line ends with the Löwdin charge.
Positions of all 7 atoms, in Å:
S1 1.93763 -0.30164 -0.01886  0.758
F1 -1.97087 0.55366 -0.98894  0.146
F2 -1.19499 -1.33518 -0.31761  0.101
F3 -1.89751 0.19613 1.17565  0.188
O1 3.35056 -0.00751 -0.00226  -0.508
N1 1.12039 0.93112 0.12808  -0.254
C1 -1.34520 -0.03658 0.02393  -0.431

Atoms 1-3, force components in eV/Å:
S 0.4 -1.1 -0.1
F 0.5 0.1 1.0
F -0.1 1.1 1.1

DFT (ωB97M-V/def2-TZVPD) results for a molecular structure, CF3Tm.

As for the total charge: +1. The multiplicity is 4. The highest occupied orbital energy (spin up / spin down) comes out at -12.4 / -16.2 eV.

Each line ends with the Löwdin charge.
Positions of all 5 atoms, in Å:
Tm1 0.80615 1.85375 0.52158  1.577
F1 -0.98793 -1.26140 -0.27611  0.165
F2 0.98592 -1.37770 -0.82407  0.116
F3 -1.28355 1.13031 0.48994  -0.627
C1 0.10296 -0.56471 -0.32491  -0.232

Atoms 1-3, force components in eV/Å:
Tm -4.2 -1.9 -0.3
F 1.1 1.6 0.2
F 0.0 0.5 0.0

DFT (ωB97M-V/def2-TZVPD) results for 2 unconnected molecules or ions with the total composition CF4N2O.

As for the total charge: 0. The highest occupied orbital energy (spin up / spin down) comes out at -11.6 / -11.6 eV.

Each line ends with the Löwdin charge.
Positions of all 8 atoms, in Å:
F1 -1.45847 0.57357 1.18585  0.071
F2 0.54134 1.49379 -0.83645  -0.178
F3 2.00518 -0.38658 -0.06989  0.275
F4 -1.77000 0.57901 -1.35835  0.117
O1 0.89330 -1.29794 1.47384  0.257
N1 -0.01961 -0.04546 -0.25438  0.103
N2 -1.15463 0.13539 -0.15029  -0.050
C1 0.96085 -0.68624 0.49234  -0.594

Atoms 1-3, force components in eV/Å:
F -1.8 1.7 -1.4
F 0.3 -1.3 1.1
F 5.1 0.8 -2.3

DFT (ωB97M-V/def2-TZVPD) results for a molecular structure, CF4N2O.

As for the total charge: 0. The highest occupied orbital energy comes out at -12.9 eV.

Each line ends with the Löwdin charge.
Positions of all 8 atoms, in Å:
F1 -1.87324 0.39725 -0.47376  -0.035
F2 1.51085 -0.53666 -1.45641  0.086
F3 -1.13894 1.63639 1.73647  -0.140
F4 0.38591 -2.07739 -0.94128  0.008
O1 0.91424 0.37931 1.49600  0.226
N1 0.19869 -0.68829 -1.24873  -0.015
N2 -0.31322 -0.05695 -0.24469  0.104
C1 -0.14938 0.40292 0.99384  -0.234

Atoms 1-3, force components in eV/Å:
F 3.7 -1.4 -0.5
F 1.3 2.9 -0.3
F 1.9 -3.8 -2.6

DFT (ωB97M-V/def2-TZVPD) results for 2 unconnected molecules or ions with the total composition CF4N2S.

As for the total charge: 0. The highest occupied orbital energy (spin up / spin down) comes out at -10.6 / -9.0 eV.

Each line ends with the Löwdin charge.
Positions of all 8 atoms, in Å:
S1 0.14165 2.21854 0.25110  0.836
F1 1.33917 -1.41606 0.31222  0.068
F2 2.63033 0.17408 -0.43850  -0.021
F3 -2.23082 -1.36392 0.53185  -0.039
F4 -2.23515 0.41077 -0.73501  -0.061
N1 1.39051 -0.08009 0.32679  -0.129
N2 -1.45890 -0.64621 -0.36461  0.064
C1 0.42320 0.70289 0.11615  -0.718

Atoms 1-3, force components in eV/Å:
S -0.4 1.1 -0.6
F -0.5 -0.5 -0.3
F -0.9 -0.1 0.8

DFT (ωB97M-V/def2-TZVPD) results for a molecular structure, CF6P.

As for the total charge: +1. The highest occupied orbital energy (spin up / spin down) comes out at -19.3 / -19.3 eV.

Each line ends with the Löwdin charge.
Positions of all 8 atoms, in Å:
P1 -0.83271 -0.05241 0.00772  1.203
F1 -2.55924 1.32591 0.03404  -0.241
F2 1.50435 -0.44430 1.07185  0.207
F3 -1.21962 -0.91253 -1.18408  -0.013
F4 1.51046 1.40723 -0.01003  0.285
F5 -1.10683 -1.03209 1.13639  -0.008
F6 1.55702 -0.48720 -1.02545  0.272
C1 1.14657 0.19539 -0.03044  -0.706

Atoms 1-3, force components in eV/Å:
P -5.6 0.9 -0.2
F 4.7 -3.4 0.0
F -0.6 0.4 0.1

DFT (ωB97M-V/def2-TZVPD) results for 2 unconnected molecules or ions with the total composition CFN2O.

As for the total charge: -1. The highest occupied orbital energy (spin up / spin down) comes out at -3.3 / -4.2 eV.

Each line ends with the Löwdin charge.
Positions of all 5 atoms, in Å:
F1 0.77814 0.28584 2.76211  -0.842
O1 -0.15853 -1.77649 -0.47198  0.012
N1 0.17693 -0.58575 -0.31324  -0.006
N2 -0.46453 1.58634 -1.18145  0.159
C1 -0.33200 0.49007 -0.79545  -0.323

Atoms 1-3, force components in eV/Å:
F -0.1 -0.1 -0.3
O -0.1 2.7 0.0
N 1.8 -4.8 1.6

Number 1: maximum force 0.0980 hartree/bohr. Number 2: maximum force 0.0539 hartree/bohr. Number 3: maximum force 0.0364 hartree/bohr. Number 4: maximum force 0.0303 hartree/bohr. Number 5: maximum force 0.0657 hartree/bohr. Number 6: maximum force 0.0398 hartree/bohr. Number 7: maximum force 0.1165 hartree/bohr. Number 8: maximum force 0.1190 hartree/bohr. Number 9: maximum force 0.2400 hartree/bohr. Number 10: maximum force 0.0363 hartree/bohr. Number 11: maximum force 0.0582 hartree/bohr. Number 12: maximum force 0.0271 hartree/bohr. Number 13: maximum force 0.0808 hartree/bohr. Number 14: maximum force 0.0490 hartree/bohr. Number 15: maximum force 0.0890 hartree/bohr. Number 16: maximum force 0.1187 hartree/bohr. Number 17: maximum force 0.1281 hartree/bohr. Number 18: maximum force 0.0580 hartree/bohr. Number 19: maximum force 0.1129 hartree/bohr. Number 20: maximum force 0.1034 hartree/bohr.